Formula: C39H73BI2N3O7
Source: the Open Molecules 2025 dataset
Level of theory: ωB97M-V/def2-TZVPD

As for the expectation value of S²: 3.763. The HOMO-LUMO gap (spin up / spin down) is 8.84 / 8.82 eV. The total energy is -77299.9400 eV.

ORCA input file:
```
! RIJCOSX wB97M-V def2-TZVPD def2/J DEFGRID3
* xyz 0 4
C 6.749 -1.656 4.400
C 5.855 -2.782 3.624
C 5.004 -2.183 2.407
C 5.649 -0.960 1.600
C 7.075 -1.400 0.984
O 7.503 -2.573 0.979
I 8.413 0.075 0.023
C 3.545 -1.966 3.103
C 2.455 -1.872 1.889
C 2.292 -0.287 1.721
C 1.508 0.168 0.392
C 0.992 1.688 0.679
I 1.126 2.982 -1.063
B 1.106 -2.709 2.303
C 0.125 -3.437 1.212
O 0.803 -2.744 3.723
C 3.298 -2.718 0.821
O 2.941 -3.109 -0.317
O 4.611 -3.084 1.311
H 7.837 -1.819 4.102
H 6.619 -1.802 5.538
H 6.409 -0.592 4.183
H 5.228 -3.279 4.440
H 6.541 -3.613 3.210
H 5.022 -0.617 0.693
H 5.809 -0.013 2.230
H 3.456 -1.155 3.896
H 3.339 -3.044 3.465
H 3.260 0.310 1.780
H 1.643 0.076 2.609
H 0.629 -0.526 0.164
H 2.201 0.206 -0.527
H 1.730 2.103 1.464
H -0.038 1.718 1.176
H -0.259 -2.706 0.421
H 0.663 -4.289 0.659
H -0.773 -3.912 1.760
H -0.160 -2.872 3.855
C -5.681 -4.637 1.655
C -5.125 -3.745 0.513
C -6.185 -3.450 -0.584
C -6.279 -4.432 -1.748
C -4.906 -4.865 -2.240
C -4.036 -5.395 -1.084
N -3.873 -4.380 0.002
O -3.069 -3.395 -0.476
C -4.680 -6.702 -0.562
C -2.668 -5.868 -1.634
C -4.896 -2.386 1.240
H -5.539 -5.705 1.515
H -5.177 -4.415 2.602
H -6.751 -4.472 1.806
H -5.964 -2.470 -1.032
H -7.174 -3.348 -0.131
H -6.884 -5.297 -1.464
H -6.821 -3.956 -2.575
H -5.025 -5.635 -3.008
H -4.413 -4.021 -2.737
H -4.116 -7.118 0.279
H -4.702 -7.464 -1.347
H -5.720 -6.585 -0.251
H -2.130 -5.078 -2.166
H -2.796 -6.689 -2.344
H -2.028 -6.232 -0.824
H -4.101 -2.460 1.991
H -5.808 -2.076 1.760
H -4.635 -1.580 0.550
C 2.343 6.123 5.325
C 2.693 6.336 3.828
C 2.766 7.839 3.440
C 1.476 8.504 2.966
C 0.685 7.605 2.027
C 0.445 6.216 2.647
N 1.727 5.539 3.013
O 2.348 5.185 1.857
C -0.484 6.394 3.873
C -0.401 5.352 1.681
C 4.161 5.820 3.757
H 1.283 6.023 5.541
H 2.788 5.194 5.699
H 2.722 6.941 5.944
H 3.486 7.955 2.618
H 3.174 8.421 4.271
H 0.870 8.804 3.824
H 1.725 9.436 2.444
H -0.270 8.084 1.790
H 1.218 7.514 1.074
H -0.675 5.438 4.371
H -1.453 6.802 3.568
H -0.102 7.096 4.615
H 0.062 5.239 0.696
H -1.383 5.802 1.511
H -0.567 4.353 2.097
H 4.218 4.741 3.938
H 4.773 6.312 4.520
H 4.633 6.026 2.793
C -0.322 0.715 -3.552
C -1.305 -0.309 -4.182
C -0.588 -1.588 -4.695
C -0.083 -1.578 -6.135
C -1.088 -0.943 -7.087
C -1.521 0.452 -6.598
N -2.105 0.405 -5.223
O -3.315 -0.208 -5.313
C -0.290 1.387 -6.670
C -2.505 1.079 -7.616
C -2.135 -0.770 -2.947
H 0.074 1.457 -4.239
H -0.819 1.301 -2.773
H 0.534 0.215 -3.090
H -1.286 -2.435 -4.625
H 0.245 -1.841 -4.034
H 0.884 -1.070 -6.192
H 0.110 -2.609 -6.455
H -0.645 -0.875 -8.085
H -1.958 -1.602 -7.190
H -0.531 2.394 -6.314
H 0.064 1.483 -7.702
H 0.571 1.023 -6.108
H -3.390 0.459 -7.787
H -2.026 1.213 -8.589
H -2.838 2.065 -7.277
H -2.750 0.045 -2.548
H -1.468 -1.100 -2.144
H -2.795 -1.611 -3.174
*
```

Results of the Mulliken charge analysis, in e, for atoms 1 through 99: atom 1 (C): -0.9840, atom 2 (C): -0.6899, atom 3 (C): 1.3360, atom 4 (C): -0.6377, atom 5 (C): -0.0644, atom 6 (O): -0.4436, atom 7 (I): -0.0340, atom 8 (C): -1.6883, atom 9 (C): 1.2528, atom 10 (C): -1.6262, atom 11 (C): 0.5465, atom 12 (C): -1.1181, atom 13 (I): -0.1106, atom 14 (B): 0.8834, atom 15 (C): -0.5973, atom 16 (O): -0.6548, atom 17 (C): -0.0879, atom 18 (O): -0.5992, atom 19 (O): -0.4199, atom 20 (H): 0.2456, atom 21 (H): 0.3284, atom 22 (H): 0.2841, atom 23 (H): 0.3871, atom 24 (H): 0.4035, atom 25 (H): 0.4131, atom 26 (H): 0.4821, atom 27 (H): 0.2153, atom 28 (H): 0.4840, atom 29 (H): 0.3920, atom 30 (H): 0.4254, atom 31 (H): -0.3168, atom 32 (H): 0.4160, atom 33 (H): 0.4133, atom 34 (H): 0.5089, atom 35 (H): -0.0438, atom 36 (H): 0.2638, atom 37 (H): 0.1317, atom 38 (H): 0.3021, atom 39 (C): -1.6337, atom 40 (C): 1.6508, atom 41 (C): -1.2163, atom 42 (C): -0.5628, atom 43 (C): -0.8364, atom 44 (C): 1.7791, atom 45 (N): 0.2310, atom 46 (O): -0.2343, atom 47 (C): -2.0528, atom 48 (C): -1.7044, atom 49 (C): -1.8515, atom 50 (H): 0.3713, atom 51 (H): 0.4183, atom 52 (H): 0.3182, atom 53 (H): 0.4291, atom 54 (H): 0.3240, atom 55 (H): 0.3190, atom 56 (H): 0.4243, atom 57 (H): 0.4209, atom 58 (H): -0.0223, atom 59 (H): 0.3893, atom 60 (H): 0.4187, atom 61 (H): 0.4443, atom 62 (H): 0.2082, atom 63 (H): 0.4375, atom 64 (H): 0.4319, atom 65 (H): 0.4247, atom 66 (H): 0.4036, atom 67 (H): 0.3242, atom 68 (C): -1.5640, atom 69 (C): 1.5788, atom 70 (C): -1.1562, atom 71 (C): -0.5841, atom 72 (C): -1.2028, atom 73 (C): 1.8433, atom 74 (N): 0.4018, atom 75 (O): -0.5149, atom 76 (C): -2.1129, atom 77 (C): -1.5927, atom 78 (C): -1.8680, atom 79 (H): 0.3513, atom 80 (H): 0.4215, atom 81 (H): 0.3110, atom 82 (H): 0.4198, atom 83 (H): 0.3111, atom 84 (H): 0.2938, atom 85 (H): 0.4058, atom 86 (H): 0.4137, atom 87 (H): 0.3558, atom 88 (H): 0.3917, atom 89 (H): 0.4292, atom 90 (H): 0.4652, atom 91 (H): 0.1565, atom 92 (H): 0.4115, atom 93 (H): 0.3990, atom 94 (H): 0.4561, atom 95 (H): 0.3948, atom 96 (H): 0.3826, atom 97 (C): -1.7276, atom 98 (C): 2.0974, atom 99 (C): -1.0913